Entry from OMol25: a structure of composition C23H17BeCl2N2O4S (the ωB97M-V functional and the def2-TZVPD basis).

```
50
Properties=species:S:1:pos:R:3
Be -1.542 1.338 1.276
C -3.721 -1.667 0.113
C -2.946 -0.371 0.025
O -2.081 -0.171 0.892
C -3.229 0.566 -1.019
C -4.025 0.230 -2.130
C -4.192 1.098 -3.174
C -3.562 2.347 -3.142
C -2.823 2.731 -2.062
C -2.635 1.867 -0.949
O -1.983 2.281 0.066
H -3.483 -2.163 1.052
H -3.455 -2.328 -0.709
H -4.789 -1.460 0.080
H -4.499 -0.739 -2.173
H -4.796 0.817 -4.023
H -3.666 3.011 -3.988
H -2.337 3.694 -2.031
S -2.992 1.551 2.881
C -2.552 2.750 3.913
N -2.336 3.579 4.688
Cl 1.033 -2.568 0.484
C 1.520 -1.784 -0.974
C 0.644 -1.809 -2.041
C 0.965 -1.183 -3.230
C 2.173 -0.520 -3.348
C 3.037 -0.504 -2.274
Cl 4.539 0.363 -2.435
C 2.755 -1.121 -1.047
N 3.695 -1.142 -0.047
C 3.379 -1.082 1.342
C 3.794 -2.136 2.149
C 3.516 -2.132 3.502
C 2.843 -1.059 4.060
C 2.469 0.007 3.267
C 2.735 0.025 1.901
C 2.310 1.216 1.103
C 0.804 1.108 0.735
O 0.492 0.770 -0.391
O 0.006 1.399 1.681
H -0.304 -2.309 -1.926
H 0.275 -1.197 -4.058
H 2.432 0.000 -4.257
H 4.536 -0.624 -0.285
H 4.315 -2.965 1.692
H 3.822 -2.964 4.118
H 2.615 -1.042 5.116
H 1.952 0.851 3.695
H 2.873 1.327 0.174
H 2.422 2.115 1.709
```

Summary:
charge: -1
frontier orbital gap: 7.59 eV
HOMO energy: -5.08 eV
LUMO level: 2.51 eV